Model a:
Formula: C3H8P2
Source: OMol25
Level of theory: ωB97M-V/def2-TZVPD

Calculated values
SMILES: C=[P@@]1(C)CP1
Frontier orbital gap (alpha / beta) in eV: 7.39 / 6.63
E_LUMO (alpha / beta) in eV: -0.69 / -0.58
Highest occupied orbital energy (alpha / beta) in eV: -8.08 / -7.21

Structure (ORCA input):
```
! RIJCOSX wB97M-V def2-TZVPD def2/J DEFGRID3
* xyz 0 1
C 1.663 -0.866 0.268
P 0.024 -0.191 0.616
C 0.537 1.552 0.081
C -1.177 -0.550 -0.732
P -2.334 0.031 0.649
H 1.728 -1.758 -0.407
H 2.192 -0.927 1.365
H 1.000 2.038 0.929
H 1.240 1.373 -0.765
H -0.177 2.155 -0.378
H -1.289 -1.583 -1.003
H -1.152 0.003 -1.571
H -2.257 -1.276 0.949
*
```


Model b:
Formula: C3H8P2
Source: OMol25
Level of theory: ωB97M-V/def2-TZVPD

Calculated values
Frontier orbital gap (alpha / beta) in eV: 7.35 / 6.76
E_LUMO (alpha / beta) in eV: -0.49 / -0.87
Highest occupied orbital energy (alpha / beta) in eV: -7.83 / -7.64

Structure (ORCA input):
```
! RIJCOSX wB97M-V def2-TZVPD def2/J DEFGRID3
* xyz 0 1
C -1.423 0.319 -0.629
C -0.385 0.895 -0.001
C 0.927 -0.841 0.933
P -3.067 0.309 0.086
P 2.463 -0.660 0.184
H -1.117 -0.339 -1.470
H -0.399 1.646 0.879
H 0.670 0.997 -0.515
H 0.364 -1.770 0.622
H 0.858 -0.318 1.927
H -3.711 -0.374 -1.115
H 2.728 0.675 0.326
H 2.090 -0.539 -1.226
*
```


Relative energies, in eV, with the most stable structure set to zero: model a 0.000; model b 0.706.


Model a:
Formula: C4H7F2N2
Source: OMol25
Level of theory: ωB97M-V/def2-TZVPD

Calculated values
Frontier orbital gap (alpha / beta) in eV: 7.33 / 8.66
E_LUMO (alpha / beta) in eV: -6.41 / -5.86
Highest occupied orbital energy (alpha / beta) in eV: -13.74 / -14.52

Structure (ORCA input):
```
! RIJCOSX wB97M-V def2-TZVPD def2/J DEFGRID3
* xyz 1 1
C 1.397 -0.387 0.180
C -1.655 0.908 -0.947
C -0.877 1.157 0.190
C -1.890 0.066 0.194
N 1.614 -1.437 -0.539
N 2.194 -0.027 1.162
F -1.502 -1.222 -0.049
F -2.987 0.156 0.927
H -2.278 1.855 -1.158
H -1.424 0.368 -1.920
H -0.768 2.095 0.692
H 0.919 -1.569 -1.375
H 2.574 -1.930 -0.671
H 1.706 0.645 1.762
H 2.977 -0.678 1.553
*
```


Model b:
Formula: C4H7F2N2
Source: OMol25
Level of theory: ωB97M-V/def2-TZVPD

Calculated values
Frontier orbital gap in eV: 9.21
E_LUMO in eV: -5.43
Highest occupied orbital energy in eV: -14.64

Structure (ORCA input):
```
! RIJCOSX wB97M-V def2-TZVPD def2/J DEFGRID3
* xyz 1 1
C -1.298 -0.482 -0.270
C 1.354 1.183 0.647
C 0.732 0.812 -0.642
C 1.906 0.051 0.008
N -1.131 -1.753 -0.252
N -2.371 0.241 -0.120
F 1.685 -1.155 0.579
F 3.190 -0.005 -0.488
H 2.086 1.971 0.464
H 0.941 1.349 1.638
H 0.615 1.350 -1.582
H -0.195 -2.248 -0.107
H -2.016 -2.400 -0.207
H -2.260 1.188 -0.144
H -3.237 -0.104 0.475
*
```


Relative energies, in eV, with the most stable structure set to zero: model a 0.848; model b 0.000.


Model a:
Formula: C2H10NO2S
Source: OMol25
Level of theory: ωB97M-V/def2-TZVPD

Calculated values
Frontier orbital gap in eV: 6.06
E_LUMO in eV: 3.39
Highest occupied orbital energy in eV: -2.67

Structure (ORCA input):
```
! RIJCOSX wB97M-V def2-TZVPD def2/J DEFGRID3
* xyz -1 1
C 0.037 0.476 0.457
C 0.211 -0.095 -0.966
S 0.665 1.201 -2.156
N -1.009 1.490 0.509
H 1.035 0.773 0.773
H -0.277 -0.386 1.061
H -0.755 -0.508 -1.276
H 0.885 -0.953 -0.856
H -0.998 1.887 -0.437
H -0.685 2.255 1.098
H -2.340 -0.060 3.783
H -1.126 0.275 2.885
O -1.556 -0.435 3.378
H 0.377 -2.969 -0.405
H 1.549 -2.607 0.477
O 1.170 -3.348 -0.010
*
```


Model b:
Formula: C2H10NO2S
Source: OMol25
Level of theory: ωB97M-V/def2-TZVPD

Calculated values
Frontier orbital gap in eV: 6.11
E_LUMO in eV: 3.46
Highest occupied orbital energy in eV: -2.65

Structure (ORCA input):
```
! RIJCOSX wB97M-V def2-TZVPD def2/J DEFGRID3
* xyz -1 1
C 0.282 -1.181 -0.807
C -0.913 -0.839 -1.702
S -0.456 0.376 -3.022
N 1.126 -0.068 -0.368
H 0.906 -1.943 -1.280
H -0.118 -1.666 0.099
H -1.684 -0.278 -1.192
H -1.282 -1.773 -2.140
H 0.494 0.625 0.032
H 1.391 0.452 -1.206
H 1.604 -0.463 2.423
H 2.453 0.028 1.335
O 2.222 0.264 2.253
H -1.409 1.643 1.927
H -2.421 2.735 1.483
O -2.194 2.088 2.165
*
```


Relative energies, in eV, with the most stable structure set to zero: model a 0.092; model b 0.000.


Model a:
Formula: CH7N6
Source: OMol25
Level of theory: ωB97M-V/def2-TZVPD

Calculated values
Frontier orbital gap in eV: 10.87
E_LUMO in eV: -3.61
Highest occupied orbital energy in eV: -14.48

Structure (ORCA input):
```
! RIJCOSX wB97M-V def2-TZVPD def2/J DEFGRID3
* xyz 1 1
C -0.127 0.034 -0.778
N -0.120 -1.979 1.819
N 0.610 -1.980 0.790
N -0.961 -1.083 1.325
N -0.199 -0.963 0.188
N 1.022 0.058 -1.467
N 0.020 1.539 0.219
H -1.062 0.228 -1.246
H -1.915 -0.782 1.717
H 0.935 0.347 -2.502
H 1.711 -0.570 -1.148
H 0.290 2.300 -0.373
H 0.745 1.282 0.924
H -0.950 1.568 0.531
*
```


Model b:
Formula: CH7N6
Source: OMol25
Level of theory: ωB97M-V/def2-TZVPD

Calculated values
Frontier orbital gap in eV: 9.14
E_LUMO in eV: -3.85
Highest occupied orbital energy in eV: -12.99

Structure (ORCA input):
```
! RIJCOSX wB97M-V def2-TZVPD def2/J DEFGRID3
* xyz 1 1
C 0.904 0.420 -0.021
N -3.786 0.039 -0.528
N -2.930 0.785 0.194
N -2.897 -0.930 -0.279
N -2.077 -0.229 0.511
N 2.103 0.535 -0.636
N 0.487 -0.656 0.720
H 0.303 1.294 -0.099
H -2.960 -1.846 -0.548
H 2.371 1.444 -1.077
H 2.826 -0.142 -0.472
H 1.162 -1.396 0.564
H -3.019 1.679 0.671
H -0.415 -0.790 1.243
*
```


Relative energies, in eV, with the most stable structure set to zero: model a 1.097; model b 0.000.


Model a:
Formula: C3H14O3S
Source: OMol25
Level of theory: ωB97M-V/def2-TZVPD

Calculated values
SMILES: CCSC.O.O.O
Frontier orbital gap in eV: 9.77
E_LUMO in eV: 0.45
Highest occupied orbital energy in eV: -9.32

Structure (ORCA input):
```
! RIJCOSX wB97M-V def2-TZVPD def2/J DEFGRID3
* xyz 0 1
C 0.975 -0.646 -1.704
C 0.912 -0.711 -0.216
S 1.010 0.970 0.615
C 0.576 0.354 2.383
H 1.235 -1.781 -2.022
H -0.111 -0.381 -2.001
H 1.747 -0.060 -2.242
H -0.167 -0.990 0.034
H 1.612 -1.512 0.149
H 1.360 -0.254 2.830
H -0.393 -0.208 2.525
H 0.658 1.159 3.007
O 3.875 1.018 -0.949
H 3.123 1.119 -0.231
H 4.635 1.336 -0.414
O -4.791 -1.035 0.561
H -4.945 -0.197 0.071
H -4.957 -1.610 -0.230
O -2.116 1.021 -1.147
H -1.384 1.235 -0.542
H -2.854 1.172 -0.476
*
```


Model b:
Formula: C3H14O3S
Source: OMol25
Level of theory: ωB97M-V/def2-TZVPD

Calculated values
SMILES: CCSC.O.O.O
Frontier orbital gap in eV: 9.68
E_LUMO in eV: 0.52
Highest occupied orbital energy in eV: -9.17

Structure (ORCA input):
```
! RIJCOSX wB97M-V def2-TZVPD def2/J DEFGRID3
* xyz 0 1
C 0.580 -0.764 -1.714
C 0.889 -0.681 -0.212
S 0.743 1.075 0.493
C 0.554 0.714 2.234
H 0.259 -1.788 -1.911
H -0.173 -0.037 -2.000
H 1.537 -0.600 -2.225
H 0.172 -1.282 0.372
H 1.908 -0.954 0.063
H 1.468 0.279 2.586
H -0.437 0.308 2.359
H 0.389 1.707 2.710
O 3.827 0.757 -1.050
H 3.163 0.736 -0.348
H 4.320 -0.072 -1.033
O -4.422 -1.356 0.491
H -4.608 -1.170 1.416
H -4.303 -0.529 0.027
O -2.232 1.030 -0.965
H -1.989 1.959 -0.997
H -1.646 0.669 -0.295
*
```


Relative energies, in eV, with the most stable structure set to zero: model a 0.973; model b 0.000.